Entry 1:
Computed, not measured: 8 unconnected molecules or ions with the total composition C38H74F9NO18, with the ωB97M-V functional and the def2-TZVPD basis.

M = 1004.0 g/mol
LUMO = 0.399 eV
HOMO level = -9.39 eV
Kohn-Sham gap = 0.35985 Ha

```
! RIJCOSX wB97M-V def2-TZVPD def2/J DEFGRID3
* xyz 0 1
C 2.34 -7.05 -0.27
C 1.74 -6.54 0.97
N 1.27 -6.13 1.93
H 3.19 -7.65 0.08
H 2.76 -6.25 -0.86
H 1.64 -7.68 -0.80
C -3.77 -2.50 -0.75
O -3.62 -1.10 -0.83
C -3.85 -0.55 -2.13
C -5.27 -0.58 -2.62
O -5.67 -1.92 -2.84
C -7.07 -2.09 -2.99
C -7.45 -3.51 -2.56
O -7.19 -4.53 -3.49
C -5.89 -4.63 -4.04
H -2.98 -2.94 -0.13
H -3.73 -3.04 -1.69
H -4.74 -2.75 -0.31
H -3.16 -1.01 -2.85
H -3.50 0.48 -2.05
H -5.23 -0.08 -3.60
H -5.96 -0.02 -1.98
H -7.40 -2.00 -4.03
H -7.67 -1.44 -2.35
H -8.54 -3.50 -2.46
H -7.04 -3.79 -1.58
H -5.08 -4.27 -3.40
H -5.89 -4.01 -4.95
H -5.73 -5.64 -4.39
C 6.37 4.34 -2.62
O 5.60 3.23 -3.07
C 4.22 3.52 -3.09
C 3.37 2.26 -2.92
O 3.86 1.25 -3.76
C 3.11 0.14 -4.12
C 2.06 0.38 -5.20
O 2.65 0.97 -6.32
C 1.80 0.99 -7.44
H 7.42 4.09 -2.68
H 6.08 4.53 -1.58
H 6.19 5.22 -3.24
H 3.96 3.92 -4.07
H 3.90 4.25 -2.33
H 2.34 2.51 -3.20
H 3.38 1.91 -1.88
H 2.63 -0.34 -3.25
H 3.79 -0.63 -4.49
H 1.20 0.95 -4.83
H 1.70 -0.63 -5.46
H 1.70 -0.05 -7.78
H 2.22 1.53 -8.29
H 0.86 1.49 -7.19
C 0.37 1.87 3.67
O -0.56 0.83 3.95
C -0.18 0.03 5.05
C -0.23 0.78 6.37
O -0.07 -0.10 7.46
C 0.11 0.51 8.74
C -0.89 1.60 9.04
O -2.20 1.10 9.05
C -3.17 2.05 9.49
H 0.12 2.09 2.63
H 1.46 1.75 3.73
H 0.16 2.73 4.32
H 0.69 -0.61 4.92
H -1.01 -0.69 5.15
H -1.21 1.27 6.45
H 0.49 1.61 6.44
H 1.14 0.89 8.74
H -0.03 -0.36 9.38
H -0.84 2.43 8.31
H -0.63 2.09 10.00
H -3.97 1.50 10.00
H -3.62 2.51 8.61
H -2.69 2.76 10.17
C -2.75 4.62 3.57
O -1.57 5.36 3.78
C -1.69 6.75 3.79
C -0.29 7.37 3.79
O 0.28 7.36 2.50
C 0.45 6.13 1.83
C 1.21 6.45 0.54
O 1.95 5.39 -0.02
C 1.25 4.18 -0.23
H -3.39 4.62 4.45
H -2.44 3.60 3.37
H -3.35 4.98 2.72
H -2.28 7.15 4.63
H -2.23 7.10 2.90
H 0.36 6.79 4.45
H -0.27 8.35 4.26
H -0.51 5.64 1.68
H 1.07 5.49 2.48
H 1.96 7.17 0.84
H 0.53 6.93 -0.17
H 0.26 4.31 -0.69
H 1.14 3.58 0.68
H 1.93 3.59 -0.85
C -2.90 -7.08 -1.77
C -2.62 -7.79 -3.07
O -2.65 -6.83 -4.15
C -1.55 -6.60 -4.83
O -0.50 -7.16 -4.71
C -1.69 -5.46 -5.85
F -0.93 -4.45 -5.43
F -1.23 -5.84 -7.04
F -2.95 -5.06 -5.99
H -3.90 -6.66 -1.75
H -2.14 -6.37 -1.45
H -2.84 -7.86 -1.00
H -3.40 -8.51 -3.35
H -1.71 -8.38 -3.10
C 1.38 -0.19 1.05
C -0.04 -0.69 0.79
O -0.07 -2.00 0.22
C 0.33 -2.17 -1.02
O 0.82 -1.35 -1.73
C 0.07 -3.60 -1.52
F -0.87 -3.58 -2.47
F 1.17 -4.15 -2.03
F -0.40 -4.39 -0.55
H 1.30 0.86 1.33
H 1.96 -0.15 0.13
H 1.84 -0.81 1.82
H -0.57 -0.04 0.08
H -0.60 -0.64 1.72
C 6.17 -1.21 -1.46
C 6.35 0.29 -1.29
O 5.55 0.88 -0.26
C 6.13 1.20 0.88
O 7.24 0.90 1.21
C 5.10 1.82 1.84
F 5.56 2.92 2.42
F 3.93 2.04 1.26
F 4.90 0.89 2.81
H 6.65 -1.54 -2.38
H 5.12 -1.51 -1.50
H 6.69 -1.69 -0.63
H 6.09 0.78 -2.23
H 7.41 0.53 -1.17
*
```

Results of the Mulliken charge analysis, in e, for atoms 1 through 2: -0.71 0.37

Entry 2:
Computed, not measured: a single C4H8O2 molecule, with the ωB97M-V functional and the def2-TZVPD basis.

M = 88.1 g/mol
LUMO = 0.998 eV
HOMO level = -8.89 eV
Kohn-Sham gap = 0.36330 Ha
relative energy (zero: lowest compared OMol25 entry of this formula, charge and spin) = 62.3 kcal/mol

```
! RIJCOSX wB97M-V def2-TZVPD def2/J DEFGRID3
* xyz 0 1
C -0.45 1.83 -0.59
O -0.83 0.47 -0.54
C 0.24 -0.42 -0.55
C 1.04 -0.56 0.72
C -0.08 -1.59 0.27
O -1.26 -1.69 0.95
H 0.10 2.06 -1.52
H 0.18 2.10 0.27
H -1.36 2.42 -0.57
H 0.75 -0.51 -1.51
H 0.75 0.05 1.57
H 2.11 -0.77 0.63
H 0.52 -2.51 0.15
H -1.72 -0.87 0.71
*
```

Results of the Mulliken charge analysis, in e, for atoms 1 through 2: -0.74 -0.39

Entry 3:
Computed, not measured: a single C3H4N4O molecule, with the ωB97M-V functional and the def2-TZVPD basis.

M = 112.1 g/mol
LUMO = -0.002 eV
HOMO level = -10.47 eV
Kohn-Sham gap = 0.38484 Ha
relative energy (zero: lowest compared OMol25 entry of this formula, charge and spin) = 140.8 kcal/mol

```
! RIJCOSX wB97M-V def2-TZVPD def2/J DEFGRID3
* xyz 0 1
C -1.39 0.34 -0.70
C -1.39 -0.18 0.71
C 0.80 -0.24 -0.22
H -0.81 1.30 -0.84
H -2.07 -0.06 -1.15
H -2.35 -0.78 0.94
H -1.12 0.51 1.53
N -0.52 -0.72 -0.28
N 1.43 0.96 0.11
N 2.78 0.73 0.04
N 2.91 -0.58 -0.11
O 1.72 -1.27 -0.04
*
```

Results of the Mulliken charge analysis, in e, for atoms 1 through 2: -0.54 -0.30

Entry 4:
Computed, not measured: 2 unconnected molecules or ions with the total composition C3H2N4, with the ωB97M-V functional and the def2-TZVPD basis.

M = 94.1 g/mol
LUMO = 0.281 eV
HOMO level = -9.61 eV
Kohn-Sham gap = 0.36356 Ha
relative energy (zero: lowest compared OMol25 entry of this formula, charge and spin) = 115.8 kcal/mol

```
! RIJCOSX wB97M-V def2-TZVPD def2/J DEFGRID3
* xyz 0 1
C 1.33 0.16 1.63
C 1.03 0.38 0.52
C -1.19 -1.42 -0.41
N -1.20 -2.05 0.52
N -0.55 2.26 -1.65
N -0.04 1.46 -1.04
N 0.60 0.52 -0.69
H 1.10 -0.16 2.56
H -1.09 -1.14 -1.44
*
```

Results of the Mulliken charge analysis, in e, for atoms 1 through 2: -0.34 0.07

Entry 5:
Computed, not measured: a molecular structure, C29H36Br4F9N4O5, with the ωB97M-V functional and the def2-TZVPD basis.

M = 1011.2 g/mol
LUMO = -2.463 eV
HOMO level = -11.63 eV
Kohn-Sham gap = 0.33699 Ha

```
! RIJCOSX wB97M-V def2-TZVPD def2/J DEFGRID3
* xyz 1 1
C -1.10 -2.00 -2.83
C -0.99 -1.11 -4.13
C 0.49 -0.73 -4.50
O 0.89 -0.90 -5.61
O 1.38 -0.23 -3.53
C 1.80 1.12 -3.78
C 1.48 2.09 -2.57
N 2.15 1.58 -1.35
C 1.17 0.84 -0.46
C 0.07 1.75 0.18
C -1.37 1.56 -0.48
O -2.40 1.43 0.50
C -3.68 1.79 0.00
C -4.44 0.61 -0.70
F -3.66 -0.01 -1.67
F -5.49 1.19 -1.39
C -4.90 -0.49 0.34
F -4.22 -1.65 0.01
F -4.50 -0.20 1.64
C -6.46 -0.72 0.42
F -6.89 -1.17 -0.82
F -7.08 0.46 0.77
C -6.93 -1.80 1.47
F -6.21 -2.96 1.45
F -6.95 -1.16 2.71
C 1.99 -0.06 0.58
C 2.07 -1.55 0.00
F 3.22 -1.73 -0.80
C 1.97 -2.66 1.13
C 1.82 -4.04 0.33
N 3.35 0.45 0.74
C 4.17 -0.29 1.71
C 3.58 -0.50 3.02
C 4.39 -1.27 3.99
C 5.67 -1.68 3.44
C 6.11 -1.42 2.09
N 5.35 -0.72 1.22
C 3.49 1.91 0.83
C 2.73 2.49 2.06
O 4.92 2.16 0.98
C 5.17 3.40 1.42
N 5.19 4.51 1.66
C 3.07 2.49 -0.60
C 2.72 4.02 -0.62
C 3.45 4.87 -1.74
O 3.42 6.04 -1.59
Br 4.36 4.16 -3.31
H -2.11 -1.88 -2.36
H -0.37 -1.70 -2.02
H -0.99 -3.10 -3.03
H -1.40 -1.73 -4.97
H -1.60 -0.19 -3.95
H 1.32 1.46 -4.74
H 2.92 1.10 -3.91
H 1.77 3.10 -2.94
H 0.35 2.09 -2.52
H 2.76 0.81 -1.69
H 0.63 0.15 -1.17
H 0.30 2.84 0.24
H -0.07 1.41 1.24
H -1.57 2.53 -1.03
H -1.37 0.76 -1.27
H -3.67 2.65 -0.72
H -4.28 2.14 0.89
H -7.99 -2.06 1.21
H 1.37 -0.13 1.51
H 1.21 -1.78 -0.69
H 2.92 -2.77 1.71
H 1.07 -2.46 1.77
H 1.36 -4.83 0.97
H 2.85 -4.34 -0.01
H 1.24 -3.89 -0.63
H 2.57 -0.10 3.29
H 4.05 -1.49 5.02
H 6.37 -2.23 4.11
H 7.12 -1.77 1.74
H 2.57 3.59 2.11
H 3.34 2.23 2.98
H 1.73 2.02 2.28
H 4.05 2.42 -1.17
H 1.62 4.19 -0.82
H 2.94 4.58 0.32
C -9.43 -4.78 3.28
Br -11.27 -4.51 3.81
Br -9.29 -5.58 1.53
Br -8.40 -3.14 3.40
H -8.99 -5.48 3.99
*
```

Results of the Mulliken charge analysis, in e, for atoms 1 through 2: -0.37 -0.20

Entry 6:
Computed, not measured: a single C4H3NO molecule, with the ωB97M-V functional and the def2-TZVPD basis.

M = 81.1 g/mol
LUMO (alpha / beta) = -2.083 / -1.008 eV
HOMO level (alpha / beta) = -8.22 / -10.28 eV
Kohn-Sham gap (alpha / beta) = 0.22568 / 0.34071 Ha
relative energy (zero: lowest compared OMol25 entry of this formula, charge and spin) = 117.8 kcal/mol

```
! RIJCOSX wB97M-V def2-TZVPD def2/J DEFGRID3
* xyz 0 1
O -1.79 0.68 -0.42
C -0.23 -0.65 -0.18
C 1.12 -0.28 -0.27
C 2.28 0.04 -0.35
C -1.16 -0.11 0.78
N -1.42 -0.18 1.95
H -1.50 1.60 -0.31
H -0.57 -1.46 -0.82
H 3.31 0.32 -0.41
*
```

Results of the Mulliken charge analysis, in e, for atoms 1 through 2: -0.49 -0.68

Entry 7:
Computed, not measured: a gas-phase ion, C4H10NO (charge -1), with the ωB97M-V functional and the def2-TZVPD basis.

M = 88.1 g/mol
LUMO = 4.079 eV
HOMO level = -2.46 eV
Kohn-Sham gap = 0.24047 Ha
relative energy (zero: lowest compared OMol25 entry of this formula, charge and spin) = 4.9 kcal/mol

```
! RIJCOSX wB97M-V def2-TZVPD def2/J DEFGRID3
* xyz -1 1
C -0.99 0.17 -1.65
O -2.20 0.69 -1.76
C -0.39 0.31 -0.23
C 0.98 -0.35 -0.08
C 1.49 -0.21 1.35
N -1.36 -0.24 0.72
H -0.12 0.48 -2.31
H -0.91 -0.95 -1.83
H -0.19 1.37 -0.01
H 1.65 0.19 -0.74
H 0.92 -1.41 -0.32
H 1.53 0.83 1.68
H 0.86 -0.76 2.04
H 2.52 -0.56 1.54
H -1.53 0.51 1.39
H -2.25 -0.08 0.21
*
```

Results of the Mulliken charge analysis, in e, for atoms 1 through 2: -0.58 -0.87

Entry 8:
Computed, not measured: 2 unconnected molecules or ions with the total composition C5H14NO, with the ωB97M-V functional and the def2-TZVPD basis.

M = 104.2 g/mol
LUMO = -3.224 eV
HOMO level = -14.27 eV
Kohn-Sham gap = 0.40584 Ha
relative energy (zero: lowest compared OMol25 entry of this formula, charge and spin) = 37.9 kcal/mol

```
! RIJCOSX wB97M-V def2-TZVPD def2/J DEFGRID3
* xyz 1 1
C 1.95 -1.55 0.06
C 1.33 -0.48 0.96
C -0.16 -0.59 1.38
C -1.03 0.46 0.78
C -1.57 1.53 1.33
N -1.36 0.20 -0.65
H 1.64 -2.53 0.44
H 1.44 -1.67 -0.91
H 3.02 -1.39 0.07
H 1.84 -0.47 1.92
H 1.58 0.49 0.51
H -0.18 -0.58 2.47
H -0.56 -1.59 1.18
H -2.35 2.17 0.98
H -1.24 1.70 2.35
H -1.81 -0.67 -0.93
H -1.79 0.98 -1.15
H -0.47 0.20 -1.20
H 0.36 1.83 -3.04
H -0.31 0.77 -3.71
O -0.32 1.18 -2.84
*
```

Results of the Mulliken charge analysis, in e, for atoms 1 through 2: -1.17 -0.43